ORCA calculation (the ωB97M-V functional and the def2-TZVPD basis) on a structure of composition C19H38O3PTb in a non-equilibrium geometry.

Geometry as ORCA input:
```
! RIJCOSX wB97M-V def2-TZVPD def2/J DEFGRID3
* xyz 2 7
Tb 0.000 0.000 0.000
P 1.656 2.066 0.799
O 2.087 3.061 -0.525
O 1.619 1.065 2.189
O 0.306 3.136 0.908
C 1.609 0.180 -2.992
C -4.687 -0.302 1.951
C 0.668 4.470 1.261
C -1.354 -3.125 -0.400
C -1.244 -1.290 -2.925
C -3.267 0.204 1.677
C 3.119 -0.627 -0.321
C 1.712 -1.002 -0.655
C 3.848 4.564 -1.128
C 1.555 4.623 2.504
C 1.049 -0.675 -1.908
C 0.275 0.133 3.932
C 3.492 3.199 -0.559
C 0.966 -2.063 0.002
C -0.176 -1.340 -1.884
C 0.347 1.133 2.792
C 1.427 -2.852 1.180
C -0.227 -2.195 -0.706
C -3.150 0.932 0.334
H -2.129 1.285 0.156
H 0.434 -0.895 3.547
H 3.449 5.366 -0.472
H 3.301 -0.657 0.752
H 3.362 0.378 -0.666
H -1.207 -2.172 -3.570
H -1.148 -0.413 -3.563
H -3.426 0.269 -0.495
H 1.122 5.001 0.398
H 3.421 4.676 -2.147
H -1.330 -3.465 0.634
H -1.317 -4.012 -1.038
H 3.929 2.430 -1.230
H -5.010 -1.002 1.172
H -2.568 -0.642 1.696
H 2.009 -2.245 1.872
H 3.973 3.136 0.446
H -0.276 5.014 1.474
H 1.067 4.186 3.396
H -2.957 0.878 2.486
H -0.724 0.190 4.413
H 2.256 -0.400 -3.656
H 3.821 -1.317 -0.795
H -4.751 -0.819 2.915
H 1.721 5.704 2.696
H 0.167 2.137 3.225
H 4.952 4.668 -1.188
H 0.825 0.621 -3.606
H 2.205 1.001 -2.595
H -2.326 -2.658 -0.565
H 1.053 0.368 4.690
H 0.592 -3.267 1.742
H -2.242 -1.262 -2.486
H 2.060 -3.688 0.870
H -5.402 0.529 1.967
H 2.552 4.159 2.355
H -3.818 1.801 0.300
H -0.456 0.874 2.072
*
```

**Relative energy (zero: lowest compared OMol25 entry of this formula, charge and spin)**: 518.3 kJ/mol
**Gap between HOMO and LUMO (spin up / spin down)**: 6.988 / 6.793 eV
**E**: -2137.5800 Eh